# C7H13NO

A cluster of 2 separate species, C7H13NO in total at a distorted geometry (ωB97M-V/def2-TZVPD, the OMol25 dataset).

```
22
C7H13NO ωB97M-V/def2-TZVPD
O 0.7473 -0.0172 -2.1995
H -1.4497 1.7042 -1.4176
C -1.4648 0.1556 0.0019
H -1.1036 -0.6406 -0.8248
H 1.6368 0.1446 2.0671
C 1.5463 1.6389 -0.0406
H 2.6079 1.5793 -0.2835
H -2.7534 -1.1370 1.1203
C -1.7499 1.3772 -0.4343
H 1.4137 2.2958 0.8181
H -2.1749 0.2899 1.9997
H 0.5078 -2.3977 0.0144
C 0.6077 -0.6071 -1.1478
H 0.5625 -2.6382 -1.7705
H 1.0415 2.0609 -0.9062
C 0.9342 -2.0615 -0.9253
H -1.0853 -1.0641 1.7082
H -2.1752 2.1100 0.2359
H 2.0153 -2.1779 -0.8606
N 1.2040 -0.3954 1.3164
C -1.8987 -0.4797 1.2793
C 1.0304 0.2601 0.2494
```

Calculated values
Total charge   0
E   -11004.78348 eV
SMILES   [H]/N=C(\C)C(C)=O.C=CC
HOMO   -8.86 eV
Frontier orbital gap   9.5014 eV
Max |F|   5.14 eV/Å